No. 1
A 5-piece molecular cluster, C23H53NO13S4 overall in a non-equilibrium geometry, computed with ωB97M-V/def2-TZVPD.

Computed properties:
- HOMO level (eV) = -9.243
- 2S+1 = 1
- SMILES string = CCCCCCC[C@@H]1CNC(=O)C1.CCOS(C)(=O)=O.CCOS(C)(=O)=O.CCOS(C)(=O)=O.CCOS(C)(=O)=O
- gap between HOMO and LUMO (eV) = 9.8
- maximum force (eV/Å) = 3.8

Cartesian coordinates (Å):
C 2.27191 3.88315 4.67904
C 2.22639 3.14515 3.33427
C 0.88491 3.40773 2.60741
C 0.10968 2.16051 2.16477
C -0.01288 1.03242 3.18283
C -1.19225 1.10618 4.18194
C -1.65013 2.50245 4.63168
C -2.71649 3.12014 3.69287
C -2.40522 4.49009 3.04195
N -3.68935 5.26214 3.02453
C -4.68547 4.58059 3.78960
O -5.81261 4.86274 3.86172
C -3.95934 3.46644 4.52396
H 1.73832 4.82059 4.61222
H 1.91954 3.28192 5.51093
H 3.30013 4.16616 4.87525
H 3.01519 3.59097 2.74496
H 2.48533 2.09933 3.43563
H 0.29717 4.09334 3.19706
H 1.12412 3.95927 1.70213
H 0.64266 1.75365 1.31184
H -0.85444 2.45831 1.77095
H -0.16595 0.12465 2.60688
H 0.89095 0.86803 3.75569
H -2.06358 0.55023 3.85297
H -0.85454 0.60268 5.08464
H -0.82175 3.17217 4.83533
H -2.14889 2.35002 5.58245
H -2.97371 2.40377 2.92364
H -2.14726 4.37840 2.00186
H -1.68712 5.05120 3.62646
H -3.50366 6.07792 3.60774
H -4.52610 2.59533 4.82108
H -3.55336 3.98351 5.39817
C -0.48917 -3.62216 -1.79526
C 0.67785 -2.69913 -2.08363
O 0.25787 -1.45114 -2.66841
S -0.39101 -0.35793 -1.70611
C -0.32411 0.98841 -2.83585
O 0.51135 -0.10827 -0.62139
O -1.75894 -0.69392 -1.46787
H -1.12552 -3.22302 -1.00644
H -0.13168 -4.60094 -1.47566
H -1.11077 -3.74413 -2.68257
H 1.26864 -2.50962 -1.18553
H 1.33946 -3.15826 -2.81666
H 0.71593 1.21891 -3.04931
H -0.80984 1.83806 -2.36051
H -0.85617 0.71455 -3.74401
C -1.72068 -9.30204 -0.84406
C -2.97003 -9.31787 -1.70331
O -3.92533 -8.31970 -1.29907
S -3.63871 -6.80615 -1.70981
C -5.23476 -6.17052 -1.32691
O -3.42966 -6.74029 -3.12292
O -2.69199 -6.24813 -0.79557
H -1.14842 -8.38736 -0.99552
H -1.08070 -10.14860 -1.09446
H -1.98106 -9.35265 0.21317
H -2.72820 -9.19588 -2.76051
H -3.48026 -10.27332 -1.59501
H -5.96375 -6.62407 -1.99273
H -5.19823 -5.09401 -1.48047
H -5.46097 -6.39380 -0.28765
C -1.93209 -2.13454 -7.42168
C -0.77433 -1.21589 -7.75997
O -1.21012 0.01346 -8.37403
S -1.84684 1.12736 -7.43164
C -1.80203 2.45139 -8.59058
O -0.93340 1.39627 -6.36284
O -3.20731 0.79079 -7.16155
H -2.55408 -1.71330 -6.63257
H -1.55898 -3.10031 -7.08006
H -2.56895 -2.28654 -8.29319
H -0.16858 -0.99783 -6.87863
H -0.12432 -1.69376 -8.49071
H -0.76612 2.68067 -8.82479
H -2.28344 3.30694 -8.12181
H -2.34894 2.15472 -9.48155
C 7.90999 2.08952 0.90593
C 6.86238 1.42212 1.77551
O 7.14877 1.55866 3.18061
S 6.85026 2.96568 3.86574
C 6.99197 2.43006 5.53677
O 5.49361 3.32655 3.59358
O 7.92000 3.86553 3.57359
H 7.88875 3.17258 1.02206
H 7.73098 1.85695 -0.14415
H 8.90928 1.75142 1.18054
H 5.86297 1.80417 1.56012
H 6.84910 0.35110 1.58172
H 6.20085 1.71522 5.74613
H 6.88505 3.30991 6.16760
H 7.97219 1.98295 5.67947

No. 2
An isolated ion of composition C7H10ClN2O3S and charge -1 in a non-equilibrium geometry, computed with ωB97M-V/def2-TZVPD.

Computed properties:
- HOMO level (alpha / beta) (eV) = -1.926 / -5.901
- 2S+1 = 3
- gap between HOMO and LUMO (alpha / beta) (eV) = 5.2 / 7.6
- maximum force (eV/Å) = 4.0
- total charge = -1

Cartesian coordinates (Å):
C 0.40139 1.23465 0.58345
C -0.89586 1.06418 0.19124
C -1.34996 -0.33387 -0.10666
C -0.35860 -1.04443 -0.98162
C 1.35708 0.21815 0.84662
C 0.85968 -1.63543 -0.35987
C -1.71924 2.22058 -0.26272
N -2.52759 -0.80902 0.04976
N 1.89576 -1.84408 -1.26400
O 3.92417 -0.53591 0.43711
O 2.61510 0.71759 -1.21047
O 3.39924 1.78394 0.84197
S 3.00452 0.57109 0.21470
Cl 0.81699 -2.94005 0.83781
H 0.92478 2.12112 0.31078
H -0.78935 -1.79479 -1.64960
H 0.00466 -0.22251 -1.68336
H 1.31974 -0.36603 1.74069
H -1.46579 3.16921 0.34055
H -2.78294 2.00291 -0.12775
H -1.29936 2.67440 -1.15208
H -2.63600 -1.79224 -0.41519
H 2.60088 -2.45851 -0.99748
H 2.35263 -0.77125 -1.44213

Number 1: electronic energy -3533.7081 a.u.. Number 2: electronic energy -1466.2308 a.u..